Below is an isolated molecule of C5H7N3 in a non-equilibrium geometry, with properties calculated with ωB97M-V/def2-TZVPD.

Each line ends with the Mulliken charge.
Positions of all 15 atoms, in Å:
C (1.189, 1.223, -0.076)  -0.803
C (-0.028, 0.721, -0.006)  0.263
C (-1.599, 1.007, 0.182)  -0.371
N (-2.050, -0.296, -0.249)  -0.218
N (-1.057, -1.266, -0.149)  -0.718
C (0.065, -0.581, -0.037)  0.437
C (1.415, -1.050, 0.305)  -0.109
N (2.041, 0.121, -0.332)  -0.375
H (1.568, 2.203, -0.142)  0.469
H (-1.967, 2.039, -0.100)  0.290
H (-1.733, 1.163, 1.365)  0.184
H (-2.973, -0.600, 0.168)  0.280
H (2.035, -2.096, -0.087)  0.236
H (1.480, -1.090, 1.439)  0.183
H (2.791, 0.547, 0.258)  0.252

Cartesian forces (eV/Å) of the 3 atoms listed first:
-1.3 -0.4 -1.4
-3.9 7.0 0.9
2.8 1.5 3.2

* structure (SMILES): C1=C2CNN=C2CN1
* highest occupied orbital energy: -7.21 eV
* relative energy (zero: lowest compared OMol25 entry of this formula, charge and spin): 121.6 kcal per mole
* charge: 0
* Kohn-Sham gap: 7.74 eV
* energy: -358.824670 Ha

=====

Below is a structure of composition C28H54F3N6O11PRuS2SiTe in a non-equilibrium geometry, with properties calculated with ωB97M-V/def2-TZVPD.

Each line ends with the Mulliken charge.
Positions of all 108 atoms, in Å:
Ru (0.006, -0.011, 0.515)  1.071
N (-0.103, -2.494, 0.487)  -0.207
C (-0.976, -3.556, -0.021)  -0.839
C (-1.307, -3.371, -1.493)  -0.570
C (-2.240, -2.198, -1.713)  -0.682
N (-1.582, -0.952, -1.327)  0.815
H (0.809, -2.559, 0.043)  0.198
H (0.047, -2.640, 1.488)  -0.248
H (-1.901, -3.544, 0.560)  0.215
H (-0.499, -4.530, 0.121)  0.478
H (-1.778, -4.279, -1.875)  0.486
H (-0.383, -3.201, -2.058)  0.153
H (-3.145, -2.338, -1.114)  0.115
H (-2.546, -2.172, -2.767)  0.469
H (-2.176, -0.155, -1.532)  -0.029
H (-0.752, -0.857, -1.916)  -0.194
C (2.068, 4.072, 1.734)  -1.242
Si (2.411, 2.440, 0.847)  0.419
C (2.837, 2.937, -0.926)  -1.031
C (3.983, 1.743, 1.573)  -0.874
O (1.081, 1.537, 0.955)  -0.741
H (2.879, 4.786, 1.560)  0.392
H (1.964, 3.921, 2.811)  0.299
H (1.139, 4.512, 1.360)  0.295
H (3.810, 3.431, -0.990)  0.517
H (2.076, 3.619, -1.316)  0.182
H (2.854, 2.054, -1.570)  0.110
H (4.812, 2.445, 1.448)  0.487
H (4.245, 0.808, 1.079)  0.164
H (3.869, 1.535, 2.637)  0.147
F (4.569, -2.609, 3.622)  -0.238
C (4.091, -1.584, 2.904)  0.348
F (5.050, -1.219, 2.042)  -0.221
F (3.873, -0.573, 3.746)  -0.183
S (2.588, -2.163, 2.009)  1.322
O (1.682, -2.489, 3.076)  -0.692
O (3.088, -3.313, 1.294)  -0.660
O (2.182, -1.055, 1.132)  -0.684
C (-2.281, 2.042, 3.998)  -0.293
C (-1.648, 1.221, 5.110)  -0.492
O (-1.726, -0.188, 4.856)  -0.254
P (-0.542, -0.909, 3.981)  -0.448
O (-0.429, -0.125, 2.692)  -0.111
Te (-1.494, -3.108, 4.072)  -0.530
O (0.736, -0.560, 4.872)  0.318
C (1.017, -1.330, 6.046)  -0.312
C (2.020, -0.564, 6.879)  -1.273
H (-2.331, 3.093, 4.295)  0.469
H (-3.293, 1.682, 3.797)  0.111
H (-1.686, 1.942, 3.092)  -0.406
H (-2.171, 1.386, 6.054)  0.416
H (-0.602, 1.514, 5.237)  0.197
H (1.418, -2.299, 5.740)  0.276
H (0.096, -1.505, 6.606)  0.421
H (2.934, -0.403, 6.306)  0.199
H (2.260, -1.128, 7.782)  0.383
H (1.613, 0.407, 7.164)  0.311
C (4.779, -2.454, -4.608)  -1.418
C (3.560, -1.808, -5.208)  0.871
C (3.624, -0.529, -5.753)  -0.522
C (2.488, 0.089, -6.255)  -0.711
C (1.279, -0.585, -6.209)  0.220
C (1.197, -1.873, -5.696)  -0.485
C (2.338, -2.480, -5.209)  -0.597
S (-0.214, 0.263, -6.621)  1.361
O (0.110, 1.454, -7.359)  -0.720
O (-1.110, -0.693, -7.203)  -0.744
N (-0.887, 0.721, -5.183)  -0.162
C (-0.415, 1.982, -4.570)  -1.260
C (0.806, 1.838, -3.649)  0.290
C (0.544, 0.747, -2.619)  -0.194
O (0.277, 1.145, -1.439)  0.497
O (0.525, -0.432, -3.026)  -0.996
H (5.689, -1.936, -4.907)  0.372
H (4.858, -3.499, -4.908)  0.366
H (4.716, -2.426, -3.518)  0.278
H (4.570, -0.001, -5.764)  0.323
H (2.524, 1.086, -6.675)  0.487
H (0.240, -2.379, -5.679)  0.438
H (2.279, -3.481, -4.797)  0.371
H (-0.729, -0.048, -4.526)  0.153
H (-1.249, 2.385, -3.992)  0.321
H (-0.204, 2.660, -5.394)  0.491
H (0.975, 2.777, -3.126)  0.160
H (1.684, 1.568, -4.233)  0.192
C (-5.284, -0.767, 1.977)  -0.802
C (-4.097, -1.646, 1.662)  -0.385
N (-2.934, -0.802, 1.481)  1.131
C (-2.946, 0.456, 1.007)  -0.691
N (-1.811, 1.062, 0.742)  2.338
C (-1.741, 2.442, 0.269)  -0.823
C (-3.039, 3.187, 0.500)  -0.483
C (-4.194, 2.302, 0.083)  -0.800
N (-4.166, 1.090, 0.884)  0.377
C (-5.384, 0.295, 0.903)  -0.638
H (-5.121, -0.285, 2.944)  0.235
H (-6.203, -1.351, 2.023)  0.420
H (-4.300, -2.232, 0.756)  0.276
H (-3.890, -2.339, 2.476)  0.096
H (-2.011, -1.188, 1.627)  -0.859
H (-1.478, 2.427, -0.791)  0.090
H (-0.912, 2.920, 0.792)  -0.234
H (-3.052, 4.118, -0.068)  0.422
H (-3.145, 3.420, 1.562)  0.234
H (-4.124, 2.066, -0.989)  0.234
H (-5.149, 2.797, 0.262)  0.507
H (-5.564, -0.177, -0.075)  0.225
H (-6.218, 0.971, 1.100)  0.415

Cartesian forces (eV/Å) of the 3 atoms listed first:
-0.3 1.4 0.7
0.1 0.5 0.4
-0.1 0.1 -0.1

* highest occupied orbital energy (spin up / spin down): -4.57 / -4.57 eV
* relative energy (zero: lowest compared OMol25 entry of this formula, charge and spin): 0.0 kcal per mole
* charge: -1
* Kohn-Sham gap (spin up / spin down): 6.63 / 6.53 eV
* spin multiplicity: 2
* energy: -4345.547200 Ha

=====

Below is a structure of composition C22H33ClCoN3O2PS in a non-equilibrium geometry, with properties calculated with ωB97M-V/def2-TZVPD.

Each line ends with the Mulliken charge.
Positions of all 64 atoms, in Å:
Co (-1.265, -0.025, -0.720)  0.530
C (-4.338, -3.477, -3.277)  -1.236
C (-3.055, -2.903, -2.753)  0.658
O (-2.904, -1.693, -2.577)  -0.551
N (-2.074, -3.761, -2.470)  0.000
C (-0.789, -3.342, -1.910)  -1.637
C (-0.824, -3.172, -0.395)  0.994
C (-0.616, -4.313, 0.372)  -0.730
C (-0.683, -4.255, 1.752)  -0.613
C (-0.989, -3.046, 2.347)  -0.842
C (-1.160, -1.944, 1.537)  -0.597
N (-1.056, -1.980, 0.203)  0.901
H (-4.818, -2.760, -3.937)  0.336
H (-5.001, -3.653, -2.427)  0.272
H (-4.185, -4.416, -3.804)  0.386
H (-2.216, -4.735, -2.676)  0.252
H (-0.488, -2.417, -2.397)  0.096
H (-0.075, -4.126, -2.150)  0.619
H (-0.391, -5.248, -0.124)  0.505
H (-0.500, -5.137, 2.350)  0.426
H (-1.080, -2.944, 3.418)  0.516
H (-1.406, -0.981, 1.962)  0.428
C (2.795, 1.741, 2.136)  -1.651
C (1.553, 0.865, 1.962)  2.002
C (0.661, 0.964, 3.203)  -1.743
C (2.024, -0.585, 1.778)  -1.718
P (0.542, 1.344, 0.423)  1.495
C (1.875, 1.394, -0.831)  0.778
C (2.545, 2.529, -1.278)  -0.223
C (3.563, 2.423, -2.216)  -0.778
C (3.941, 1.184, -2.706)  -0.745
C (3.283, 0.044, -2.266)  -0.645
C (2.254, 0.152, -1.349)  -0.929
C (-0.202, 3.071, 0.646)  1.698
C (0.743, 4.139, 1.208)  -1.936
C (-1.424, 2.988, 1.574)  -1.450
C (-0.712, 3.462, -0.752)  -1.674
H (3.395, 1.325, 2.949)  0.521
H (2.545, 2.766, 2.396)  0.273
H (3.411, 1.747, 1.238)  0.334
H (1.139, 0.448, 4.038)  0.532
H (-0.318, 0.509, 3.041)  0.258
H (0.511, 2.001, 3.500)  0.280
H (2.427, -0.953, 2.723)  0.605
H (2.818, -0.647, 1.036)  0.357
H (1.213, -1.247, 1.478)  0.230
H (2.287, 3.510, -0.911)  0.229
H (4.058, 3.319, -2.564)  0.471
H (4.744, 1.105, -3.426)  0.403
H (3.563, -0.928, -2.650)  0.450
H (1.717, -0.738, -1.044)  0.345
H (0.858, 4.031, 2.286)  0.343
H (0.298, 5.119, 1.024)  0.535
H (1.730, 4.140, 0.756)  0.326
H (-1.147, 2.888, 2.622)  0.318
H (-2.070, 2.158, 1.306)  0.013
H (-2.001, 3.908, 1.467)  0.562
H (0.077, 3.472, -1.502)  0.376
H (-1.157, 4.457, -0.709)  0.578
H (-1.490, 2.769, -1.076)  0.224
O (-4.553, -1.240, 0.722)  -0.430
S (-4.212, -0.044, -0.024)  0.404
N (-2.776, 0.410, 0.168)  -0.338
Cl (-0.592, 0.329, -2.698)  -0.394

Cartesian forces (eV/Å) of the 3 atoms listed first:
0.5 -0.6 0.1
-0.1 -0.1 0.0
-0.4 1.4 -0.1

* highest occupied orbital energy (spin up / spin down): -11.80 / -11.88 eV
* relative energy (zero: lowest compared OMol25 entry of this formula, charge and spin): 8.8 kcal per mole
* charge: +1
* Kohn-Sham gap (spin up / spin down): 8.42 / 6.61 eV
* spin multiplicity: 5
* energy: -3755.157199 Ha